Entry 1:
Formula: C56H44FeN8PS3
Source: OMol25
Level of theory: ωB97M-V/def2-TZVPD

<S²>: 6.0204
Highest occupied orbital energy (spin up / spin down) (eV): -9.19 / -9.22
Orbital gap (spin up / spin down) (eV): 6.7 / 6.3
2S+1: 5
Charge: +1
LUMO energy (spin up / spin down) (Ha): -0.09132 / -0.10623

Last column: natural (NBO) charge in e.
CARTESIAN COORDINATES (ANGSTROEM)
Fe (0.03, 0.32, -0.02)  1.255
S (1.29, 1.42, -1.56)  -0.373
S (2.15, 4.32, -1.16)  0.369
S (3.94, 6.50, -2.03)  -0.138
P (-1.45, 0.62, 2.21)  0.793
N (-1.80, 0.91, -0.59)  -0.559
N (-2.23, -2.10, 2.17)  -0.292
N (1.25, -0.05, 1.55)  -0.564
N (-2.62, 2.61, 0.53)  -0.307
N (1.08, 1.64, 2.96)  -0.291
N (-0.94, -1.51, 0.48)  -0.559
N (3.01, 2.81, -3.02)  -0.275
N (3.65, 4.01, -3.18)  -0.257
C (-3.46, 5.28, -0.96)  -0.223
C (0.50, 2.67, 3.80)  -0.418
C (-4.25, 6.28, -1.51)  -0.201
C (-5.50, 4.65, -2.74)  -0.189
C (-0.78, -5.51, -2.28)  -0.202
C (4.94, -0.28, 2.01)  -0.199
C (-2.87, 2.85, -0.80)  0.179
C (5.08, 5.26, -4.78)  -0.250
C (3.48, 2.11, 3.50)  -0.127
C (-3.97, -4.69, 1.94)  -0.202
C (4.59, 4.07, -4.26)  0.206
C (-3.64, -6.97, 2.62)  -0.194
C (6.07, -0.84, 1.43)  -0.206
C (-3.04, 3.45, 1.63)  -0.418
C (-1.70, 0.27, -3.35)  -0.202
C (-1.34, 1.07, -5.58)  -0.192
C (3.35, 4.98, -2.25)  -0.126
C (-3.00, -2.03, 3.40)  -0.413
C (2.41, 1.39, 2.79)  0.125
C (-1.96, 1.43, 0.63)  0.018
C (-2.32, 1.78, -1.50)  0.109
C (5.90, 2.83, -5.86)  -0.202
C (0.41, -3.13, -1.49)  -0.212
C (-2.07, 1.55, -2.93)  -0.018
C (-4.49, -5.91, 2.36)  -0.202
C (-5.27, 5.97, -2.39)  -0.190
C (6.00, 5.22, -5.83)  -0.197
C (-1.75, -5.61, 2.04)  -0.139
C (6.42, 4.01, -6.36)  -0.210
C (3.72, -0.30, 1.34)  -0.023
C (4.79, 2.45, 5.50)  -0.222
C (-1.35, 0.03, -4.67)  -0.200
C (-1.23, -2.84, 0.34)  0.178
C (-1.55, -1.09, 1.58)  0.061
C (-1.70, 2.35, -5.17)  -0.189
C (-3.69, 3.95, -1.31)  -0.039
C (3.65, -0.92, 0.09)  -0.197
C (2.21, 2.78, -2.03)  -0.089
C (-1.30, -4.80, -1.21)  -0.204
C (4.78, -1.46, -0.49)  -0.192
C (3.73, 1.84, 4.85)  -0.150
C (5.60, 3.34, 4.81)  -0.188
C (5.00, 2.85, -4.81)  -0.244
C (0.39, 0.77, 2.18)  -0.015
C (-4.72, 3.64, -2.20)  -0.207
C (-2.04, -3.23, 1.40)  0.107
C (-2.27, -6.83, 2.45)  -0.205
C (0.93, -3.85, -2.55)  -0.190
C (-2.06, 2.59, -3.86)  -0.209
C (6.00, -1.42, 0.18)  -0.193
C (-0.71, -3.61, -0.80)  -0.014
C (5.34, 3.64, 3.48)  -0.196
C (0.34, -5.04, -2.95)  -0.199
C (4.28, 3.02, 2.82)  -0.176
C (-2.59, -4.54, 1.79)  -0.116
C (2.52, 0.32, 1.91)  0.192
H (5.02, 0.17, 2.99)  0.217
H (-0.12, 3.34, 3.21)  0.214
H (-2.19, -5.17, -0.71)  0.220
H (-4.64, -3.87, 1.71)  0.214
H (-5.87, 6.76, -2.82)  0.227
H (4.99, 2.22, 6.53)  0.225
H (6.44, 3.81, 5.31)  0.227
H (7.14, 3.99, -7.17)  0.218
H (-0.68, -5.49, 1.90)  0.220
H (-4.05, -7.92, 2.96)  0.227
H (-2.66, -1.18, 3.99)  0.222
H (-3.23, 2.84, 2.51)  0.225
H (-2.85, -2.95, 3.97)  0.241
H (-1.69, -0.54, -2.64)  0.216
H (5.97, 4.34, 2.94)  0.231
H (-2.28, 4.20, 1.87)  0.215
H (6.88, -1.85, -0.28)  0.222
H (7.01, -0.81, 1.96)  0.222
H (-1.61, -7.66, 2.65)  0.225
H (6.38, 6.15, -6.22)  0.219
H (0.86, -2.20, -1.18)  0.186
H (-3.96, 3.97, 1.36)  0.247
H (-2.65, 5.54, -0.29)  0.214
H (2.72, -0.94, -0.44)  0.198
H (-1.24, -6.43, -2.59)  0.223
H (-4.06, -1.91, 3.20)  0.219
H (0.75, -5.60, -3.78)  0.223
H (-1.05, 0.89, -6.61)  0.222
H (6.21, 1.88, -6.27)  0.216
H (-4.06, 7.32, -1.24)  0.227
H (-6.30, 4.40, -3.42)  0.226
H (3.10, 1.13, 5.38)  0.209
H (-0.11, 2.22, 4.59)  0.223
H (-1.68, 3.17, -5.88)  0.222
H (1.81, -3.48, -3.07)  0.221
H (4.09, 3.24, 1.78)  0.233
H (-1.06, -0.97, -4.98)  0.221
H (-5.56, -6.02, 2.48)  0.226
H (-4.90, 2.61, -2.47)  0.227
H (4.60, 1.93, -4.41)  0.242
H (1.31, 3.24, 4.25)  0.253
H (4.72, -1.91, -1.48)  0.219
H (4.76, 6.20, -4.39)  0.249
H (-2.32, 3.59, -3.56)  0.220

---

Entry 2:
Formula: C56H45FGeOP3S2Y
Source: OMol25
Level of theory: ωB97M-V/def2-TZVPD

Highest occupied orbital energy (eV): -13.49
Orbital gap (eV): 7.9
Charge: +2
LUMO energy (Ha): -0.20635

Last column: Mulliken charge in e.
CARTESIAN COORDINATES (ANGSTROEM)
Y (-0.64, -1.02, -0.41)  -0.980
Ge (1.84, 1.31, 1.38)  1.445
S (-3.33, -1.38, -0.21)  -0.342
S (-1.71, -1.80, -2.68)  -0.305
P (-0.80, 1.70, -1.28)  2.825
P (2.15, -1.28, -1.19)  1.857
P (-1.19, -0.87, 2.38)  2.466
F (2.77, 2.14, 2.62)  -0.459
O (-4.17, -1.11, -2.70)  -0.280
C (3.82, -2.89, 0.45)  -0.064
C (2.88, -0.70, 2.83)  -0.914
C (-4.42, 3.17, -2.61)  -0.722
C (3.18, 1.08, -0.04)  -0.257
C (-0.17, 3.02, -0.18)  -0.621
C (3.01, -4.92, 1.46)  -0.760
C (-0.65, 4.30, -0.46)  -0.378
C (-0.43, 5.35, 0.40)  -0.910
C (4.11, 2.13, -0.03)  -0.866
C (0.53, -1.08, 2.97)  0.465
C (-2.95, 2.99, 4.13)  -0.899
C (-1.06, 1.53, 3.83)  -0.764
C (-5.45, -0.70, -2.17)  -0.530
C (1.75, -4.70, 0.92)  -0.883
C (-2.14, -2.24, 3.06)  0.154
C (2.56, -2.67, -0.10)  0.328
C (-0.54, 1.42, -4.07)  -0.541
C (-3.11, 2.72, -2.62)  -0.692
C (2.39, -1.97, -2.85)  -0.092
C (1.29, 2.48, -2.92)  -0.751
C (-5.17, 3.12, -1.44)  -0.769
C (1.38, 2.18, -5.30)  -0.822
C (0.58, 2.78, 0.99)  -0.144
C (-3.75, 2.10, 3.43)  -0.328
C (5.16, 2.18, -0.93)  -0.982
C (2.06, -2.34, 4.36)  -1.026
C (-3.19, -1.40, -1.89)  0.626
C (1.53, -3.58, 0.13)  -0.456
C (-3.30, 2.15, -0.29)  0.211
C (3.37, -3.58, -4.35)  -0.808
C (-3.49, -4.43, 4.10)  -0.632
C (0.03, 1.89, -2.88)  0.862
C (0.23, 5.12, 1.59)  -0.937
C (-3.48, -3.23, 4.79)  -0.875
C (1.90, -1.88, -5.20)  -0.952
C (0.12, 1.58, -5.27)  -1.040
C (0.77, -2.06, 3.94)  -0.933
C (1.73, -1.38, -3.92)  0.529
C (-2.54, 2.19, -1.46)  0.931
C (-2.80, -2.13, 4.28)  -0.315
C (0.74, 3.86, 1.86)  -0.724
C (-1.86, 0.65, 3.10)  0.569
C (-4.60, 2.61, -0.28)  -0.466
C (3.21, -3.08, -3.06)  -0.132
C (3.12, -1.66, 3.80)  -1.241
C (-2.16, -3.45, 2.37)  -0.144
C (5.32, 1.18, -1.86)  -0.880
C (1.96, 2.62, -4.12)  -0.673
C (1.59, -0.37, 2.39)  0.321
C (4.04, -4.02, 1.22)  -0.729
C (3.35, 0.07, -0.99)  0.559
C (-3.21, 0.93, 2.91)  -0.660
C (4.41, 0.13, -1.89)  -0.964
C (-2.83, -4.54, 2.89)  -0.898
C (2.71, -2.98, -5.42)  -0.743
C (-1.61, 2.70, 4.34)  -0.549
H (-3.85, 0.24, 2.37)  0.479
H (-1.22, 4.46, -1.37)  0.525
H (5.86, 3.01, -0.89)  0.477
H (-5.94, -1.56, -1.73)  0.364
H (-0.80, 6.34, 0.16)  0.497
H (1.90, 2.30, -6.24)  0.453
H (3.74, -0.17, 2.43)  0.614
H (-4.02, -5.28, 4.50)  0.426
H (1.10, -0.52, -3.76)  0.378
H (-1.65, -3.55, 1.41)  0.457
H (4.00, -4.44, -4.51)  0.460
H (-4.81, 2.30, 3.29)  0.545
H (2.94, 3.08, -4.14)  0.516
H (-4.85, 3.57, -3.51)  0.500
H (-4.00, -3.14, 5.74)  0.449
H (-6.00, -0.34, -3.04)  0.267
H (3.72, -3.56, -2.24)  0.433
H (2.83, -3.38, -6.41)  0.426
H (-2.53, 2.81, -3.53)  0.541
H (-0.06, -2.60, 4.36)  0.493
H (-0.02, 1.30, 4.03)  0.566
H (-6.18, 3.49, -1.43)  0.418
H (-5.17, 2.59, 0.65)  0.422
H (1.30, 3.72, 2.78)  0.703
H (-3.38, 3.90, 4.54)  0.440
H (0.57, -3.48, -0.38)  0.855
H (-1.50, 0.92, -4.06)  0.513
H (-5.31, 0.09, -1.44)  0.204
H (4.63, -2.19, 0.27)  0.415
H (-2.84, -5.48, 2.34)  0.474
H (-0.99, 3.38, 4.90)  0.507
H (4.52, -0.65, -2.64)  0.501
H (0.95, -5.41, 1.09)  0.508
H (4.14, -1.86, 4.11)  0.468
H (-0.34, 1.24, -6.19)  0.500
H (-2.86, 1.78, 0.63)  -0.438
H (1.74, 2.87, -2.01)  0.299
H (6.13, 1.20, -2.57)  0.479
H (-2.79, -1.20, 4.83)  0.519
H (0.38, 5.91, 2.31)  0.484
H (4.02, 2.92, 0.71)  0.609
H (1.38, -1.41, -6.03)  0.516
H (5.02, -4.21, 1.63)  0.500
H (3.19, -5.80, 2.06)  0.435
H (2.22, -3.09, 5.13)  0.487

---

Entry 3:
Formula: C56H46IrNO4S3
Source: OMol25
Level of theory: ωB97M-V/def2-TZVPD

Highest occupied orbital energy (eV): -12.79
Orbital gap (eV): 7.0
Relative energy (zero: lowest compared OMol25 entry of this formula, charge and spin) (eV): 0.0252
Charge: +2
LUMO energy (Ha): -0.21115

Last column: Mulliken charge in e.
CARTESIAN COORDINATES (ANGSTROEM)
Ir (0.29, 0.15, -2.26)  2.982
S (2.78, -0.79, -4.32)  -0.198
S (1.93, 1.08, -1.02)  1.108
S (-1.72, 0.14, 0.27)  0.814
O (0.01, -1.88, -1.43)  -0.655
O (-1.12, 0.94, -0.90)  -0.826
O (3.80, -4.17, -0.48)  -0.435
O (3.04, 1.55, -1.84)  -0.698
N (1.23, -4.41, -0.38)  0.303
C (-5.57, 2.31, 1.27)  0.924
C (-1.17, 0.95, -3.92)  0.232
C (-0.07, -0.62, 3.78)  -1.391
C (-1.50, 5.09, 2.83)  -0.804
C (1.34, 3.67, -1.08)  -1.416
C (3.86, -1.12, 2.44)  1.037
C (-3.26, 2.42, 0.55)  -0.202
C (-3.54, -3.92, -0.87)  -1.318
C (2.55, 1.45, 5.41)  -0.845
C (-4.45, 3.04, 0.85)  -1.141
C (1.06, 1.42, 3.03)  0.943
C (-1.34, 6.23, 2.01)  -0.826
C (-2.27, -2.20, -2.02)  0.088
C (2.64, 0.16, 0.31)  0.324
C (-1.08, -2.58, -1.36)  1.268
C (-0.65, 0.40, 1.68)  1.760
C (-0.61, 6.16, 0.86)  -0.958
C (1.07, -4.26, -2.85)  -0.066
C (-4.28, 0.28, 1.05)  -0.821
C (4.37, 0.09, 1.95)  -0.841
C (-2.05, -0.79, -5.38)  -1.012
C (2.75, -1.68, 1.82)  -1.046
C (0.43, 2.55, 0.89)  -1.032
C (-3.55, 0.49, -3.99)  -0.867
C (-3.45, -2.85, -1.79)  -0.238
C (-0.01, -4.35, 0.05)  -0.866
C (-0.05, 1.79, -3.44)  -1.882
C (-5.47, 0.93, 1.36)  -1.007
C (0.76, 4.85, -0.71)  -1.168
C (0.88, 0.41, 4.00)  0.907
C (2.14, -1.06, 0.74)  0.612
C (0.27, 1.40, 1.83)  -0.720
C (2.01, 2.44, 3.28)  -0.732
C (3.77, 0.73, 0.89)  -0.637
C (1.80, -4.21, -1.67)  0.286
C (3.20, -4.15, -1.69)  0.701
C (1.17, 2.53, -0.27)  0.690
C (1.63, -0.41, -3.41)  0.048
C (2.73, 2.46, 4.44)  -0.834
C (3.12, -4.20, -4.09)  -1.138
C (-6.85, 3.01, 1.59)  -1.494
C (-0.16, 3.79, 1.29)  0.883
C (-0.98, -0.06, -4.89)  0.343
C (-0.93, 3.90, 2.47)  -0.534
C (-3.18, 1.03, 0.66)  0.185
C (-2.49, 1.19, -3.47)  0.104
C (3.86, -4.14, -2.91)  -0.417
C (0.00, 4.94, 0.47)  1.043
C (-1.14, -3.75, -0.54)  0.980
C (5.22, -4.18, -0.43)  -1.066
C (-2.40, -4.34, -0.26)  -0.889
C (1.65, 0.44, 5.19)  -0.923
C (-3.33, -0.51, -4.95)  -0.462
C (1.74, -4.25, -4.06)  -0.787
C (-0.81, -0.63, 2.64)  -0.961
C (4.52, -1.79, 3.62)  -1.830
H (-4.35, -2.52, -2.31)  0.487
H (-1.89, -1.55, -6.14)  0.491
H (2.36, -2.61, 2.19)  0.361
H (-1.53, -1.42, 2.45)  0.542
H (3.65, -4.21, -5.04)  0.457
H (-0.35, 2.69, -2.92)  0.504
H (1.50, -0.33, 5.93)  0.483
H (5.49, -4.23, 0.62)  0.255
H (5.62, -5.05, -0.95)  0.455
H (5.24, 0.54, 2.42)  0.488
H (-2.66, 1.95, -2.72)  0.270
H (-2.08, 5.16, 3.74)  0.502
H (0.00, -4.34, -2.82)  0.521
H (0.90, 5.74, -1.32)  0.472
H (5.57, -1.98, 3.42)  0.431
H (0.01, -0.21, -5.31)  0.575
H (-1.79, 7.17, 2.31)  0.439
H (-4.52, 4.12, 0.77)  0.469
H (-0.16, -4.89, 0.98)  0.478
H (1.94, 3.61, -1.98)  0.695
H (4.03, -2.73, 3.86)  0.375
H (1.18, -4.32, -4.98)  0.472
H (-6.32, 0.35, 1.68)  0.365
H (-2.23, -1.35, -2.69)  -0.573
H (4.94, -4.11, -2.95)  0.510
H (1.91, -4.81, 0.26)  0.319
H (0.70, 1.99, -4.20)  0.613
H (4.47, -1.14, 4.50)  0.351
H (4.16, 1.67, 0.51)  0.603
H (5.63, -3.27, -0.87)  0.384
H (3.44, 3.25, 4.62)  0.485
H (1.28, -1.50, 0.25)  -0.347
H (2.16, 3.22, 2.55)  0.494
H (-7.28, 3.47, 0.70)  0.330
H (-6.68, 3.82, 2.31)  0.368
H (-4.56, 0.70, -3.66)  0.491
H (-2.43, -5.18, 0.43)  0.500
H (-4.21, -0.80, 1.11)  0.486
H (-4.49, -4.40, -0.68)  0.408
H (-2.40, 2.99, 0.21)  0.656
H (-0.20, -1.39, 4.53)  0.465
H (-7.59, 2.33, 2.01)  0.370
H (3.12, 1.48, 6.33)  0.454
H (-4.17, -1.05, -5.36)  0.465
H (-0.47, 7.03, 0.24)  0.484
H (-1.07, 3.03, 3.11)  0.516

---

Entry 4:
Formula: C56H48Br2F2N8NaO4P2
Source: OMol25
Level of theory: ωB97M-V/def2-TZVPD

Highest occupied orbital energy (eV): -4.47
Orbital gap (eV): 6.3
Relative energy (zero: lowest compared OMol25 entry of this formula, charge and spin) (eV): 0.4560
Charge: -1
LUMO energy (Ha): 0.06604

Last column: Mulliken charge in e.
CARTESIAN COORDINATES (ANGSTROEM)
Br (4.68, -4.68, -4.80)  -0.229
Br (0.43, 5.36, -4.89)  -0.242
P (0.56, -2.90, 0.45)  1.709
P (-1.95, -2.35, -1.62)  1.691
Na (-0.73, -0.28, 0.95)  0.683
F (-2.81, 5.08, 3.01)  -0.413
F (-4.28, 1.11, 4.99)  -0.432
O (-6.66, -2.76, 0.90)  -0.608
O (1.27, -0.23, 1.61)  -0.826
O (0.51, 2.54, 0.43)  0.169
O (-1.31, 1.85, -1.37)  0.370
N (6.53, 0.36, -1.93)  -0.885
N (6.04, 0.91, -0.92)  -0.312
N (-4.58, 0.81, 0.61)  0.393
N (-8.24, -1.83, 2.20)  -0.410
N (3.32, 5.53, -0.29)  -0.852
N (-2.46, -1.23, 2.21)  0.799
N (1.14, 0.13, -1.08)  1.348
N (2.69, 3.89, 1.10)  0.649
C (-1.57, -5.05, -2.36)  -0.621
C (5.27, -3.09, -2.51)  -0.447
C (1.10, 0.23, -2.38)  -0.149
C (-7.25, 0.78, 1.37)  -0.662
C (-7.13, -1.77, 1.41)  0.354
C (2.33, -3.01, -0.02)  -1.450
C (-2.58, -2.55, 2.23)  -0.681
C (-1.91, 1.60, 2.19)  -0.249
C (-2.66, 0.96, 3.21)  1.330
C (5.86, 6.14, 2.35)  -0.448
C (-2.68, -0.53, 3.32)  0.344
C (2.31, 0.14, 1.02)  0.164
C (5.46, 5.11, 3.22)  -0.587
C (0.00, -6.57, -1.40)  -0.893
C (4.14, 5.53, 0.82)  0.465
C (-0.11, -4.27, -0.62)  -0.108
C (5.55, -1.97, -4.62)  -0.511
C (1.41, 4.82, -2.28)  -0.821
C (0.46, 4.48, -3.20)  -0.497
C (-0.49, 3.49, -2.95)  -0.632
C (3.75, 4.51, 1.71)  0.456
C (-2.92, -3.28, 3.35)  -1.537
C (2.34, 0.23, -0.46)  -0.239
C (2.22, 0.52, -3.17)  -1.736
C (-0.47, 2.85, -1.73)  0.780
C (0.48, 3.20, -0.75)  -0.236
C (4.75, 0.67, -0.42)  0.309
C (-2.95, -1.20, 4.52)  -0.936
C (5.94, -0.82, -3.95)  -0.196
C (0.44, -5.56, -0.57)  -0.606
C (-5.21, -0.33, 0.81)  -0.154
C (4.66, 0.79, 0.96)  -0.042
C (-5.25, 1.94, 0.78)  -0.361
C (-3.54, 3.09, 4.03)  -0.881
C (-6.59, 1.97, 1.16)  -0.985
C (-1.14, -4.02, -1.52)  -0.208
C (1.43, 4.17, -1.03)  0.876
C (-1.99, 3.00, 2.18)  -0.345
C (-2.25, 1.42, -2.31)  -0.675
C (5.63, -1.93, -1.84)  0.012
C (5.22, -3.10, -3.89)  0.051
C (-2.77, 3.71, 3.07)  0.115
C (-1.79, -2.04, -3.43)  -1.504
C (-3.08, -2.58, 4.53)  -0.659
C (4.40, 4.28, 2.91)  -0.795
C (3.54, 0.47, -1.16)  0.349
C (2.48, 4.55, -0.08)  0.118
C (5.21, 6.36, 1.15)  -0.800
C (-3.73, -2.85, -1.58)  -1.621
C (-3.46, 1.71, 4.06)  0.178
C (-6.55, -0.41, 1.20)  0.061
C (-1.01, -6.31, -2.31)  -0.819
C (5.95, -0.78, -2.56)  -0.016
C (3.51, 0.51, 1.67)  -0.913
C (0.68, -3.76, 2.08)  -1.661
C (3.43, 0.66, -2.55)  -0.472
H (-4.01, -3.23, -0.60)  0.314
H (-3.29, -3.09, 5.46)  0.410
H (0.45, -7.55, -1.34)  0.394
H (-4.17, 3.64, 4.72)  0.497
H (-2.95, 2.22, -2.58)  0.413
H (-8.50, -1.07, 2.80)  0.185
H (-2.81, 0.61, -1.84)  -0.418
H (0.11, 0.16, -2.84)  0.075
H (-2.39, -3.06, 1.28)  0.740
H (-8.30, 0.78, 1.64)  0.453
H (-4.34, -1.96, -1.77)  0.445
H (5.03, -3.99, -1.95)  0.441
H (-0.74, -2.07, -3.72)  0.369
H (-1.21, 3.23, -3.71)  0.516
H (6.70, 6.76, 2.62)  0.373
H (2.91, -2.37, 0.65)  0.403
H (2.47, -2.66, -1.04)  0.202
H (5.52, -1.99, -5.70)  0.426
H (2.15, 3.11, 1.42)  -0.210
H (1.39, -4.59, 2.06)  0.517
H (2.70, -4.04, 0.07)  0.758
H (6.00, 4.97, 4.15)  0.388
H (-2.34, -2.77, -4.03)  0.536
H (4.09, 3.49, 3.58)  0.453
H (-1.36, -7.08, -2.98)  0.396
H (5.52, 7.15, 0.48)  0.441
H (-2.18, -1.05, -3.66)  0.365
H (-0.31, 2.02, 0.58)  -1.163
H (-0.29, -4.13, 2.40)  0.360
H (-4.69, 2.85, 0.65)  0.400
H (-4.64, -1.24, 0.69)  0.568
H (1.02, -3.02, 2.80)  0.405
H (-3.06, -0.65, 5.44)  0.569
H (5.66, -1.92, -0.76)  0.305
H (-3.02, -4.36, 3.30)  0.551
H (-7.09, 2.92, 1.28)  0.448
H (6.23, 0.06, -4.50)  0.432
H (4.30, 0.94, -3.13)  0.719
H (-1.76, 1.06, -3.22)  0.509
H (-3.97, -3.60, -2.33)  0.567
H (-8.59, -2.75, 2.41)  0.243
H (1.24, -5.77, 0.13)  0.248
H (3.50, 0.56, 2.76)  0.399
H (2.12, 0.66, -4.24)  0.519
H (-1.46, 3.60, 1.44)  0.412
H (-2.37, -4.86, -3.08)  0.193
H (5.57, 1.07, 1.48)  0.399
H (2.15, 5.58, -2.47)  0.628